[1]
Molecular formula: C56H91F9O36
Method: DFT, wB97M-V/def2-TZVPD

Properties
- energy relative to the best compared isomer or geometry (same formula, charge and spin) (kJ/mol) = 0.0
- electronic energy (Ha) = -5795.922212
- HOMO (eV) = -9.2
- 2S+1 = 1

Each line ends with the Löwdin charge.
Element x y z (Å)
F 4.388 3.764 4.817  0.185
F -0.144 2.462 -1.527  0.172
F 5.370 3.114 2.995  0.171
F -7.885 -1.857 3.290  0.170
F -8.800 -2.135 1.360  0.166
F -8.725 -3.795 2.803  0.191
F 1.974 2.358 -1.566  0.162
F 6.109 2.439 4.906  0.173
F 0.837 0.843 -2.605  0.186
O -5.924 -2.164 1.518  0.044
O -1.017 -2.411 4.843  0.061
O 1.101 2.969 -4.569  0.079
O 3.545 -1.914 -4.330  0.080
O 2.016 6.368 1.792  0.074
O 3.280 -5.340 3.162  0.078
O 2.802 -1.680 -6.389  0.086
O -1.521 5.498 3.524  0.065
O 0.711 -0.472 -0.378  0.029
O 3.404 1.324 5.277  0.064
O -3.311 4.640 -0.233  -0.129
O -2.252 0.985 -2.435  0.154
O -3.005 -3.392 5.099  0.175
O -4.769 4.013 2.174  -0.204
O -2.986 -3.647 -1.834  -0.222
O 2.650 4.456 2.684  0.051
O -3.294 0.888 -4.402  0.095
O 4.729 -0.694 -5.797  0.157
O -3.807 6.144 -2.887  -0.192
O -1.832 5.426 5.749  0.158
O 1.030 1.406 0.807  0.161
O 1.975 -3.720 2.331  0.160
O 4.500 1.667 -1.061  0.069
O 1.628 5.983 3.976  0.184
O -6.480 -4.311 1.393  0.161
O 1.179 4.894 -5.632  0.084
O -1.350 -6.420 -1.620  -0.137
O 6.198 2.112 0.302  0.080
O 4.174 0.776 3.224  0.156
O -1.126 -4.310 5.967  0.082
O 1.838 -5.856 1.584  0.053
O -1.167 3.602 4.593  0.098
O -0.707 3.653 -5.657  0.147
O 1.270 -5.740 -2.698  -0.191
O -1.325 -0.085 -4.196  0.040
O 5.446 3.700 -1.092  0.139
C -0.921 3.274 3.246  -0.327
C 2.293 -7.113 2.057  -0.087
C -0.279 -1.601 1.565  -0.038
C 3.455 6.569 -0.063  -0.012
C 0.976 -6.959 -3.366  -0.091
C -4.617 5.113 -0.002  -0.195
C 0.967 -5.714 -1.315  -0.198
C -0.492 -5.408 -1.061  -0.163
C -5.041 4.132 3.558  -0.095
C -8.090 -2.748 2.318  -0.559
C 5.997 0.701 0.366  -0.086
C -2.703 -6.069 -1.563  -0.198
C 0.874 1.614 -1.546  -0.573
C 1.982 5.617 2.903  -0.568
C 3.116 4.436 1.364  -0.117
C -1.607 -0.136 -5.590  -0.093
C 2.278 -4.864 2.390  -0.548
C -4.860 5.252 1.482  -0.196
C -2.274 0.613 -3.566  -0.579
C 4.342 -0.737 -0.997  -0.001
C 2.394 3.503 -4.237  -0.311
C -3.288 -4.917 -2.389  -0.189
C 3.279 -7.384 4.375  -0.026
C -3.040 0.376 -5.713  -0.306
C -1.575 4.877 4.723  -0.573
C -3.563 -2.577 1.919  -0.041
C 4.101 1.501 4.178  -0.390
C 2.494 5.638 0.634  -0.267
C 0.963 -1.362 0.722  -0.187
C -3.474 7.384 -3.486  -0.104
C 0.317 -2.645 5.243  -0.094
C -3.005 4.278 -1.569  -0.169
C 5.366 2.593 -0.637  -0.582
C -2.649 5.465 -2.427  -0.208
C 1.162 -5.031 5.856  -0.010
C 0.414 3.853 -5.309  -0.573
C 4.603 0.511 -0.185  -0.298
C -3.216 1.487 -6.740  -0.008
C -3.098 -2.571 -2.752  -0.084
C 1.773 -2.410 -5.737  -0.067
C -6.732 -3.183 1.703  -0.398
C -1.703 2.027 2.858  0.003
C -1.322 4.542 2.481  -0.064
C 2.423 0.288 5.232  -0.177
C 1.449 -2.321 -3.188  -0.005
C 3.472 2.463 -4.413  -0.003
C 3.449 -6.750 3.004  -0.293
C -4.653 -2.346 0.901  -0.202
C 1.277 0.600 4.254  -0.038
C 2.368 -2.704 -4.346  -0.302
C 3.776 -1.364 -5.547  -0.574
C -1.843 -3.357 5.307  -0.556
C 5.001 2.745 4.220  -0.549
C 0.829 0.833 -0.220  -0.381
C 0.231 -3.862 6.173  -0.274
C 2.493 4.760 -5.124  -0.072
H -3.270 -6.943 -1.899  0.128
H -3.938 -3.115 2.786  0.075
H 2.379 3.877 -3.214  0.134
H 3.991 7.242 0.604  0.097
H -0.924 0.596 -6.035  0.134
H 5.197 -1.025 -1.611  0.095
H -4.380 -5.010 -2.346  0.130
H 6.698 0.208 -0.316  0.138
H -4.381 4.888 4.000  0.087
H -2.744 -3.092 1.422  0.068
H 1.230 -6.663 -0.838  0.119
H 2.231 -7.507 4.640  0.076
H 0.366 0.117 4.611  0.066
H 1.805 -0.956 1.286  0.113
H 3.871 -6.902 5.148  0.092
H 2.932 -0.640 4.962  0.123
H -1.593 1.774 1.799  0.088
H -4.172 1.997 -6.703  0.090
H -2.167 5.100 -3.348  0.121
H 3.362 2.070 -5.429  0.095
H 0.322 -3.531 7.207  0.151
H -2.109 -2.408 -3.186  0.084
H 4.369 -7.084 2.525  0.154
H 0.822 -5.989 6.233  0.091
H -2.148 3.612 -1.509  0.102
H 1.516 -3.319 -6.275  0.136
H -3.835 3.730 -2.024  0.135
H 2.915 7.258 -0.719  0.083
H -4.442 -1.510 0.230  0.125
H 0.903 -1.761 -5.614  0.114
H -1.129 -1.696 0.895  0.075
H -0.539 4.839 1.789  0.129
H 0.558 -2.950 -3.159  0.081
H -4.786 6.093 -0.468  0.122
H 1.044 1.666 4.294  0.084
H -3.047 8.061 -2.741  0.089
H 3.895 0.552 0.648  0.132
H 2.927 3.499 0.836  0.119
H 1.276 -2.271 0.211  0.105
H 6.121 0.300 1.368  0.133
H -2.407 2.207 -6.598  0.064
H -3.408 -1.753 -2.093  0.087
H -2.262 4.310 1.977  0.104
H 3.396 1.673 -3.673  0.069
H 3.672 -8.401 4.259  0.093
H 2.639 -7.740 1.237  0.135
H 1.911 -7.517 -3.480  0.086
H 0.239 -7.569 -2.850  0.079
H 0.958 -2.757 4.367  0.118
H 4.206 4.518 1.400  0.124
H 0.132 3.081 3.013  0.121
H -0.763 -5.339 -0.002  0.131
H 4.465 2.913 -4.444  0.100
H 0.574 -6.726 -4.352  0.088
H -0.697 -4.430 -1.504  0.113
H 0.601 -1.763 5.817  0.114
H -2.981 -4.991 -3.438  0.129
H -1.335 1.127 3.352  0.061
H -2.997 -5.965 -0.508  0.132
H 1.143 -1.280 -3.228  0.069
H 1.525 -4.881 -0.888  0.115
H -1.454 -1.097 -6.074  0.129
H -3.230 -1.598 2.269  0.082
H -1.886 6.089 -1.949  0.131
H -0.360 -0.899 2.392  0.060
H -3.921 -2.643 -3.470  0.099
H -5.857 5.647 1.706  0.127
H 3.544 -0.597 -1.729  0.070
H -4.389 7.861 -3.834  0.085
H -4.115 5.935 1.908  0.128
H -4.692 -3.148 0.157  0.107
H 1.640 5.266 0.065  0.149
H 3.174 4.618 -5.968  0.135
H 4.003 -1.533 -0.331  0.088
H -3.009 1.065 -7.727  0.092
H -2.768 2.200 3.019  0.081
H 2.019 -2.564 -2.290  0.076
H 2.609 -3.769 -4.309  0.146
H -3.675 -0.488 -5.923  0.148
H -5.388 4.556 -0.549  0.132
H -2.830 7.177 -4.345  0.089
H 1.453 0.281 3.230  0.057
H -4.826 3.150 3.969  0.088
H -0.178 -2.570 2.058  0.064
H 2.212 -4.801 6.043  0.096
H -6.068 4.457 3.750  0.089
H 4.162 6.023 -0.691  0.075
H 1.211 -5.074 4.763  0.062
H 2.790 5.652 -4.576  0.135
H 1.500 -7.649 2.580  0.134
H 1.997 0.185 6.226  0.123

Cartesian forces (eV/Å) of the 6 atoms listed first:
F 0.3 0.0 0.0
F -0.5 0.4 -0.4
F -0.1 -0.1 0.1
F -0.2 0.0 0.3
F -0.4 -0.3 0.1
F -0.4 0.0 -0.1



[2]
Molecular formula: C4H14NO6
Method: DFT, wB97M-V/def2-TZVPD

Properties
- charge = -1
- energy relative to the best compared isomer or geometry (same formula, charge and spin) (kJ/mol) = 0.0
- electronic energy (Ha) = -667.142648
- HOMO (eV) = -5.8
- 2S+1 = 1

Each line ends with the Löwdin charge.
Element x y z (Å)
O -0.880 -2.052 0.435  -0.021
O -0.830 1.608 -3.031  -0.113
O -1.270 -0.115 2.150  -0.126
O -0.310 -2.234 -1.731  -0.047
O -0.144 -0.917 -3.917  -0.127
O 0.089 -0.552 4.411  -0.108
N 0.335 -0.392 -0.571  0.069
C 0.651 0.276 0.696  -0.359
C 1.647 1.388 0.406  -0.065
C -0.342 -1.648 -0.619  -0.687
C -0.625 0.848 1.339  -0.208
H 1.111 -0.455 1.368  0.147
H -0.370 -0.404 3.552  -0.019
H -0.962 -1.204 -4.358  0.045
H -0.186 -1.448 4.653  0.023
H 0.986 -0.267 -1.319  0.112
H -0.197 -1.449 -3.054  -0.014
H -1.271 -0.960 1.620  0.055
H -0.942 1.300 -2.126  -0.007
H -1.315 1.199 0.563  0.121
H 1.262 2.109 -0.319  0.081
H -0.536 0.776 -3.468  -0.016
H -0.377 1.694 1.984  0.115
H 2.578 0.983 0.010  0.074
H 1.897 1.916 1.328  0.075

Cartesian forces (eV/Å) of the 6 atoms listed first:
O -0.2 0.0 0.0
O 0.1 -0.2 -0.1
O -0.3 -0.1 0.1
O -0.2 -0.1 0.2
O -0.6 -0.4 -0.3
O 0.0 -0.4 0.2



[3]
Molecular formula: C18H28F5N4RuS5Sb2
Method: DFT, wB97M-V/def2-TZVPD

Properties
- charge = -2
- energy relative to the best compared isomer or geometry (same formula, charge and spin) (kJ/mol) = 50.5
- electronic energy (Ha) = -3987.407150
- <S²> = 8.814
- HOMO (alpha / beta) (eV) = -0.5 / -2.0
- 2S+1 = 6

Each line ends with the Löwdin charge.
Element x y z (Å)
Sb 0.384 -0.991 0.609  1.483
Sb 3.976 4.058 1.444  0.195
Ru 0.436 1.678 0.343  0.645
S 4.895 3.807 3.553  -0.384
S 5.643 4.047 -0.149  -0.343
S -0.347 1.726 2.904  0.502
S 2.729 1.803 1.189  -0.162
S 2.889 1.305 -0.766  -0.012
F -1.119 4.213 -1.655  0.140
F 1.422 4.157 -0.726  -0.053
F -1.887 4.384 0.368  0.131
F -0.544 5.877 -0.411  0.120
F 0.676 4.414 1.323  -0.065
N -1.765 1.583 0.303  -0.198
N -2.608 1.736 1.374  -0.038
N -2.917 1.973 3.618  0.013
N -0.268 1.475 -1.927  -0.002
C -1.617 1.210 -2.021  -0.329
C -1.124 -3.095 2.456  -0.157
C -0.806 4.551 -0.399  -0.597
C -2.611 -1.626 1.074  -0.148
C 1.919 -3.689 1.146  -0.163
C 0.460 1.482 -3.045  -0.208
C 0.034 -1.992 -1.299  -0.534
C -0.446 -3.444 -1.275  -0.145
C -2.365 1.306 -0.848  -0.178
C -0.040 1.191 -4.299  -0.109
C -1.284 -1.711 1.832  -0.539
C 3.367 -1.663 1.235  -0.188
C 1.966 -2.206 1.521  -0.535
C 0.416 3.760 0.134  -0.508
C -1.418 0.869 -4.403  -0.124
C -2.194 0.884 -3.284  -0.070
C 1.279 -1.836 -2.170  -0.161
C -2.042 1.824 2.529  -0.913
H -2.771 -0.644 0.643  0.025
H 4.117 -2.327 1.688  0.072
H 0.924 -4.123 1.181  0.033
H 3.566 -1.608 0.164  0.049
H -2.662 -2.367 0.270  0.055
H 0.608 1.208 -5.164  0.078
H -0.802 -3.731 -2.274  0.073
H -3.255 0.662 -3.324  0.096
H -1.140 -3.884 1.699  0.053
H -3.797 2.382 3.334  0.063
H 2.089 -2.484 -1.814  0.061
H 2.318 -3.835 0.138  0.063
H -3.443 1.179 -0.856  0.109
H -2.479 2.462 4.383  0.041
H 1.759 -2.094 2.588  0.076
H -3.444 -1.823 1.761  0.076
H 2.557 -4.260 1.834  0.074
H -1.284 -0.964 2.626  0.037
H 1.650 -0.812 -2.173  0.007
H 0.365 -4.126 -1.013  0.051
H -1.849 0.626 -5.368  0.084
H 1.056 -2.118 -3.207  0.075
H -0.205 -3.193 3.035  0.058
H 3.515 -0.665 1.644  0.007
H -1.967 -3.284 3.136  0.072
H -1.267 -3.609 -0.574  0.039
H 1.507 1.738 -2.919  0.048
H -0.761 -1.367 -1.715  0.063

Cartesian forces (eV/Å) of the 6 atoms listed first:
Sb 0.0 -0.9 0.2
Sb 0.8 -0.3 0.2
Ru -0.1 0.6 -0.3
S -0.4 0.1 -0.3
S -0.5 0.1 0.1
S -0.1 0.0 -0.1



Question: Among the records above, which one has the lowest electronic energy?
Answer: C56H91F9O36



Question: What is the energy relative to the best compared isomer or geometry (same formula, charge and spin) in the first record?
Answer: 0.0 kJ/mol



Question: The lowest electronic energy belongs to which entry?
Answer: C56H91F9O36



Question: 2S+1 of number 3 (C18H28F5N4RuS5Sb2)?
Answer: 6